(1)
21
Properties=species:S:1:pos:R:3 method="wB97M-V/def2-TZVPD" smiles=CNCN.O.O.O gap_ev=10.09
O -2.211 -0.991 0.911
O 1.686 1.972 2.308
O 0.615 -0.965 2.353
N 0.146 1.827 -0.509
N -0.659 -0.083 -1.608
C 0.541 0.578 -1.104
C -0.392 -1.481 -1.933
H -1.278 -1.963 -2.337
H -0.087 -2.029 -1.042
H -1.831 -0.549 0.128
H -0.627 1.629 0.108
H -0.196 -0.503 2.599
H 0.435 -1.609 -2.635
H 0.731 -0.748 1.422
H -0.963 0.392 -2.445
H 0.981 -0.142 -0.401
H 1.485 2.309 3.192
H 2.005 1.073 2.459
H 1.268 0.746 -1.909
H -2.535 -1.808 0.511
H 0.886 2.344 -0.067

=====

(2)
21
Properties=species:S:1:pos:R:3 method="wB97M-V/def2-TZVPD" smiles=CNCN.O.O.O gap_ev=9.49
O -2.722 2.881 1.965
O 5.531 0.391 -0.224
O -6.427 -0.051 -3.125
N -0.405 -0.072 -1.022
N 1.067 -0.333 0.916
C 0.414 -0.948 -0.242
C 2.179 -1.105 1.493
H -1.923 2.469 1.667
H -6.488 -0.386 -2.226
H 2.677 -1.652 0.676
H -1.023 0.538 -0.477
H 0.186 0.699 -1.352
H 5.284 0.104 0.672
H 1.745 -1.853 2.147
H -0.211 -1.796 0.050
H 2.885 -0.372 1.865
H -3.466 2.428 1.546
H 1.266 -1.299 -0.855
H 1.357 0.605 0.674
H -6.560 -0.876 -3.579
H 4.634 0.629 -0.570

=====

(3)
21
Properties=species:S:1:pos:R:3 method="wB97M-V/def2-TZVPD" smiles=NCCN.O.O.O gap_ev=9.79
O -2.012 0.036 1.694
O 5.844 -2.982 3.254
O -2.875 3.795 1.109
N 0.099 0.393 -0.120
N -0.893 0.360 -2.813
C -0.905 -0.886 -1.968
C 0.381 -0.748 -0.953
H -1.836 -0.974 -1.398
H 6.121 -2.427 2.602
H -0.330 -0.038 -3.570
H -2.087 0.568 2.554
H -3.895 3.819 1.195
H -2.756 3.026 0.482
H -0.362 1.131 -0.672
H 5.340 -2.557 3.877
H 0.557 -1.709 -0.544
H 0.605 0.136 0.790
H -0.676 -1.734 -2.618
H 1.202 -0.628 -1.659
H -0.171 1.005 -2.357
H -1.351 0.414 1.117

=====

(4)
21
Properties=species:S:1:pos:R:3 method="wB97M-V/def2-TZVPD" smiles=NCCN.O.O.O gap_ev=9.74
O -2.553 -1.421 -0.488
O 0.244 0.880 2.451
O -2.051 1.136 0.678
N 0.944 1.574 -0.363
N 1.122 -2.149 -0.773
C 1.530 0.283 -0.778
C 0.525 -0.831 -0.545
H 2.511 0.038 -0.374
H 0.242 -0.792 0.505
H -3.295 -1.327 -1.087
H -2.027 0.843 1.597
H 0.347 1.626 3.056
H 1.565 2.149 0.180
H 0.910 -2.566 -1.663
H 0.620 2.107 -1.153
H 1.857 0.347 -1.824
H -2.380 -0.534 -0.113
H -0.340 -0.715 -1.186
H -1.143 1.090 0.375
H 0.437 1.045 1.517
H 0.934 -2.782 -0.014

=====

(5)
21
Properties=species:S:1:pos:R:3 method="wB97M-V/def2-TZVPD" multiplicity=2 gap_ev="10.79 / 5.69" s_squared=0.754 charge=+1
O 1.124 -2.207 1.200
O 2.280 -0.813 -1.099
O 0.478 0.283 2.932
N -0.015 2.118 -1.232
N -1.754 -0.797 0.016
C -0.308 0.707 -1.147
C -1.745 0.492 -0.685
H -2.655 -0.948 0.450
H -2.466 0.502 -1.511
H -1.598 -1.549 -0.640
H 3.259 -0.821 -1.121
H 0.005 0.326 2.114
H -0.120 0.304 -2.152
H -2.127 1.301 -0.061
H -0.486 2.768 -0.602
H 0.444 0.222 -0.502
H 0.976 2.333 -1.394
H 0.209 -1.971 1.032
H 1.234 -1.722 2.021
H 1.998 -1.304 -0.278
H 1.266 0.778 2.661

=====

(6)
22
Properties=species:S:1:pos:R:3 method="wB97M-V/def2-TZVPD" gap_ev=10.42
O -1.601 -3.914 -4.688
O 0.673 1.088 -2.350
O 0.774 -1.485 -0.504
O -1.652 0.606 -0.704
N 2.153 1.752 2.096
N 0.147 0.495 1.739
C 1.322 0.836 1.446
C -0.568 0.918 2.937
H -1.914 -0.314 -0.622
H -1.833 -2.968 -4.643
H 1.715 2.102 2.947
H -2.200 -4.151 -5.408
H -1.017 0.840 -0.013
H -0.249 1.328 -2.227
H -0.009 0.669 3.836
H 1.817 0.340 0.627
H -1.546 0.453 2.883
H 0.257 -1.130 0.240
H -0.751 1.997 2.875
H 1.224 -2.238 -0.105
H 2.456 2.517 1.512
H 0.801 0.260 -1.873

=====

(7)
22
Properties=species:S:1:pos:R:3 method="wB97M-V/def2-TZVPD" gap_ev=4.48
O -1.979 0.149 -1.736
O -2.581 -0.260 0.835
O -0.028 1.675 1.057
O -0.439 2.024 -1.552
N 2.313 0.314 0.819
N 0.336 -2.303 -0.342
C 1.276 -0.566 1.180
C 0.307 -0.856 0.121
H 0.651 -2.843 0.456
H -2.346 0.420 1.469
H -0.631 2.767 -2.125
H 0.808 1.236 1.104
H 0.620 -0.230 -0.710
H 2.519 1.011 1.532
H 0.911 -2.377 -1.161
H -2.487 0.107 -0.078
H -1.353 1.011 -1.819
H -0.755 -0.770 0.402
H 3.150 -0.238 0.623
H -0.135 1.761 0.066
H 1.524 -1.334 1.925
H -1.680 -0.698 -2.067

=====

(8)
21
Properties=species:S:1:pos:R:3 method="wB97M-V/def2-TZVPD" smiles="[SiH2]=N[SiH3].CN(C)[SiH3]" gap_ev=8.21
Si -2.336 1.206 -0.710
Si 0.985 -1.091 -0.097
Si -3.812 -1.498 -0.088
N -3.018 -0.047 0.070
N 1.861 0.390 0.274
C 2.399 0.672 1.662
C 2.558 1.087 -0.735
H -2.830 -2.511 -0.647
H 2.632 2.197 -0.499
H 1.742 0.011 2.257
H 2.085 0.907 -1.858
H 1.933 -2.192 -0.278
H 2.355 1.692 1.915
H -4.973 -1.284 -1.045
H -4.596 -1.957 1.077
H -1.976 2.395 0.069
H 0.044 -0.944 -1.059
H 0.183 -1.364 1.123
H 3.469 0.345 1.769
H -2.332 1.207 -2.390
H 3.628 0.778 -0.811

=====

(9)
20
Properties=species:S:1:pos:R:3 method="wB97M-V/def2-TZVPD" gap_ev=12.00 charge=+1
O 1.259 0.033 -2.590
O -3.168 0.724 0.658
O -1.526 -2.189 0.636
N -0.055 0.602 -0.286
C 1.746 -0.051 1.304
C 1.171 1.076 0.439
H -0.700 -2.654 0.591
H -3.732 1.074 -0.054
H 2.247 0.455 2.137
H 0.887 1.960 1.001
H 1.904 1.431 -0.282
H 2.541 -0.517 0.730
H 1.171 -0.470 -3.404
H -2.079 -2.625 -0.033
H -0.698 1.367 -0.453
H -3.824 0.399 1.275
H 0.165 0.280 -1.255
H -0.536 -0.183 0.151
H 1.053 -0.710 1.812
H 2.175 -0.004 -2.374

=====

(10)
20
Properties=species:S:1:pos:R:3 method="wB97M-V/def2-TZVPD" gap_ev=11.50 charge=+1
O 3.615 -0.384 0.874
O -1.336 -0.298 1.849
O 0.221 -2.005 -1.391
N -0.641 0.701 -0.972
C -2.152 1.173 -0.671
C 0.580 0.962 -0.204
H -2.490 0.392 0.009
H 3.631 -1.278 1.297
H -2.111 2.257 -0.272
H -0.157 -2.797 -0.937
H -1.416 -1.186 2.347
H -0.819 -0.310 -0.796
H -1.321 0.395 2.535
H 1.256 1.599 -0.713
H 1.051 -2.510 -1.712
H 4.043 0.187 1.560
H 1.071 0.057 0.113
H 0.156 1.452 0.711
H -2.705 0.858 -1.643
H -0.478 0.735 -1.984

=====

(11)
21
Properties=species:S:1:pos:R:3 method="wB97M-V/def2-TZVPD" gap_ev=11.33 charge=+1
O -0.642 2.729 -1.149
O -0.621 -2.402 -0.633
O -0.204 1.154 2.319
O -2.481 -0.274 0.985
N 0.763 0.359 -0.304
C 2.167 -0.009 -0.570
C 2.511 -1.278 -0.757
H 0.587 0.539 0.699
H -0.734 -3.005 0.107
H 0.104 -0.417 -0.464
H -1.270 3.011 -0.478
H -1.106 2.905 -1.989
H 3.507 -1.536 -1.082
H -0.907 -2.906 -1.407
H 1.713 -2.013 -0.707
H -2.915 -0.635 1.775
H 0.308 1.119 -0.831
H 2.840 0.725 -0.145
H -0.112 2.058 2.005
H -2.358 -1.073 0.446
H -1.153 0.948 2.179

=====

(12)
21
Properties=species:S:1:pos:R:3 method="wB97M-V/def2-TZVPD" gap_ev=10.14 charge=+1
O 0.838 -3.092 -0.591
O -0.388 -0.612 0.662
O 0.591 -1.657 2.973
O -2.757 1.480 -0.864
N 0.267 1.482 -0.817
C 0.244 2.761 -0.836
C 1.526 0.777 -1.006
H 1.732 0.671 -2.073
H 1.225 3.163 -1.083
H -0.438 -0.611 1.614
H -0.526 -1.413 0.164
H 0.701 -2.605 2.994
H -0.668 1.104 -0.619
H -3.272 0.679 -0.916
H 1.503 -0.142 -0.429
H -0.587 3.455 -0.871
H 2.299 1.334 -0.508
H 0.535 -3.989 -0.366
H 1.288 -3.165 -1.434
H 1.052 -1.374 3.761
H -3.421 2.184 -0.927

=====

(13)
20
Properties=species:S:1:pos:R:3 method="wB97M-V/def2-TZVPD" smiles=CC.O.O.O.O gap_ev=11.51
O 1.569 0.572 -2.396
O 0.716 2.120 -0.267
O 1.476 1.686 2.809
O 1.678 -1.354 1.436
C -1.931 -1.239 -1.122
C -2.282 -1.147 0.376
H -1.217 -0.454 -1.366
H -1.516 -2.217 -1.341
H 0.612 2.101 2.659
H 1.966 1.783 1.982
H 1.730 -0.495 1.876
H 0.639 1.285 -0.746
H 1.473 0.729 -3.349
H -2.798 -1.089 -1.759
H -3.332 -0.994 0.631
H 2.522 0.404 -2.389
H -2.032 -2.118 0.805
H 1.747 -1.950 2.191
H 0.724 2.777 -0.976
H -1.745 -0.400 0.946

=====

(14)
21
Properties=species:S:1:pos:R:3 method="wB97M-V/def2-TZVPD" multiplicity=2 gap_ev="9.45 / 4.25" s_squared=0.753 charge=+1
S 1.775 -3.400 1.418
O -4.801 1.529 -2.273
O 1.590 6.342 -1.077
O -2.965 3.370 -0.202
O 0.301 1.425 -2.925
C 2.501 -3.075 3.008
C 1.845 -5.162 1.176
H 0.485 2.059 -2.225
H 1.732 -2.852 3.747
H 3.087 -3.944 3.317
H 1.970 -5.356 0.116
H -3.202 3.666 0.680
H -0.267 0.775 -2.502
H 3.221 -2.313 2.858
H -3.620 2.751 -0.531
H 2.618 -5.645 1.768
H -4.780 1.459 -3.225
H 1.772 6.041 -1.971
H -5.302 2.279 -1.960
H 0.854 -5.548 1.425
H 1.186 5.599 -0.624

=====

(15)
22
Properties=species:S:1:pos:R:3 method="wB97M-V/def2-TZVPD" smiles=CCSS.O.O.O.O gap_ev=9.16
S -1.830 0.653 -1.134
S -0.085 0.696 -2.398
O 0.638 -2.753 -1.688
O -1.636 2.532 1.402
O -0.873 -2.433 0.614
O -0.027 0.079 2.179
C 1.551 0.175 -0.015
C 1.251 1.166 -1.174
H -0.786 -3.314 1.096
H -1.577 3.491 1.303
H 0.470 -2.007 -2.238
H 2.447 -0.536 -0.171
H -2.173 -0.606 -1.386
H -0.550 -1.817 1.263
H 0.386 0.932 1.945
H 1.885 0.693 0.877
H 0.775 -0.437 0.257
H 2.176 1.383 -1.717
H -0.916 0.417 2.202
H -1.980 2.205 0.558
H 0.008 -2.660 -0.957
H 0.845 2.143 -0.817

=====

(16)
22
Properties=species:S:1:pos:R:3 method="wB97M-V/def2-TZVPD" multiplicity=2 gap_ev="8.18 / 4.89" s_squared=0.755 charge=+1
S 1.729 -0.080 2.144
S 1.418 1.275 0.608
O 1.119 2.624 -2.464
O -6.646 1.647 0.631
O 3.012 -2.053 -0.856
O 2.106 -0.293 -3.354
C 0.005 -0.569 2.531
C -0.780 -1.186 1.405
H -1.100 -0.418 0.679
H 2.498 0.855 -0.111
H -0.358 -1.962 0.775
H 0.211 -1.226 3.377
H -0.523 0.338 2.830
H 3.284 -2.339 0.013
H -1.798 -1.409 1.739
H -7.006 1.069 1.275
H 1.712 -0.424 -4.210
H 1.489 -0.823 -2.830
H 3.406 -1.176 -0.876
H 1.202 1.658 -2.494
H -5.703 1.769 0.772
H 0.724 2.724 -1.583

=====

(17)
21
Properties=species:S:1:pos:R:3 method="wB97M-V/def2-TZVPD" smiles="C=C.O.O.O.O.O" gap_ev=10.78
O -1.103 -2.889 -1.975
O 0.871 -0.589 -2.904
O -0.082 -0.600 3.166
O 0.443 -2.349 0.422
O 1.586 0.312 -0.286
C -0.616 3.278 0.301
C -0.750 2.394 1.278
H -0.982 -0.368 3.247
H -1.754 1.981 1.392
H -2.034 -2.447 -1.813
H 0.115 -2.648 -0.447
H 1.492 -0.331 -2.221
H 0.005 2.210 2.059
H -0.698 -2.212 -2.541
H 1.637 -0.460 0.270
H 0.603 0.285 -3.205
H -1.455 3.412 -0.350
H 0.019 -1.015 2.325
H 0.899 -3.116 0.773
H 1.750 1.058 0.287
H 0.054 4.094 0.223

=====

(18)
21
Properties=species:S:1:pos:R:3 method="wB97M-V/def2-TZVPD" smiles=CCO.O.O.O.O gap_ev=11.00
O -0.742 -0.905 2.011
O -1.013 2.311 -1.340
O -0.449 -0.128 -2.406
O -2.175 1.673 1.172
O 2.508 -1.416 -2.025
C 0.457 -1.598 1.830
C 1.476 -0.523 1.295
H 3.188 -0.804 -1.914
H -2.900 1.432 1.700
H 1.098 0.444 1.038
H 1.909 -0.761 0.315
H 0.214 -2.227 1.024
H -0.042 0.394 -3.148
H 0.734 -2.214 2.612
H -0.967 -0.632 2.882
H 2.323 -0.298 1.996
H -1.542 2.535 -0.573
H 1.769 -1.200 -2.568
H -1.373 1.147 1.484
H -0.147 2.091 -1.043
H -0.895 0.525 -1.846

=====

(19)
21
Properties=species:S:1:pos:R:3 method="wB97M-V/def2-TZVPD" multiplicity=2 gap_ev="10.59 / 4.27" s_squared=0.754 charge=+1
O 1.576 -0.059 -1.033
O -0.576 -0.166 1.321
O 0.255 1.886 -2.257
O 0.338 3.233 1.276
O 3.546 -2.780 0.876
C -2.586 -1.259 0.969
C -1.239 -0.778 0.246
H -1.462 0.074 -0.397
H 0.775 2.901 0.491
H 2.965 -3.377 1.348
H 3.023 -1.988 0.748
H -0.695 2.001 -2.260
H -2.481 -2.096 1.660
H 0.338 -0.215 1.032
H -3.287 -1.554 0.189
H -0.029 4.075 1.008
H -0.651 -1.412 -0.418
H 0.490 1.803 -3.181
H 1.279 0.788 -1.366
H -3.008 -0.410 1.508
H 1.428 -0.667 -1.758

=====

(20)
21
Properties=species:S:1:pos:R:3 method="wB97M-V/def2-TZVPD" multiplicity=2 gap_ev="11.13 / 4.79" s_squared=0.754 charge=+1
O -2.360 1.680 1.325
O 1.168 0.931 0.755
O 0.572 -0.562 -1.652
O -1.029 1.399 -1.592
O -0.091 2.217 2.914
C 0.443 -1.908 -1.728
C 1.254 -2.632 -0.661
H 0.838 -3.581 -0.335
H 1.376 -2.016 0.215
H -1.454 1.626 -0.715
H 0.515 0.298 1.086
H -0.256 0.025 -1.745
H 0.147 2.034 3.824
H -0.822 2.284 -1.924
H 1.001 0.852 -0.178
H 2.278 -2.757 -1.034
H 0.777 -2.238 -2.739
H 0.487 1.699 2.335
H -1.720 2.037 2.011
H -2.504 0.744 1.535
H -0.619 -2.133 -1.697

=====

Asked for M across the records above, the calculation gives 114.14; 114.14; 114.14; 114.14; 114.14; 130.14; 130.14; 150.41; 100.14; 100.14; 116.14; 116.14; 102.13; 134.20; 166.26; 166.26; 118.13; 118.13; 118.13; 118.13 g/mol in order.
Asked for relative energy (zero: lowest compared OMol25 entry of this formula, charge and spin) across the records above, the calculation gives 0.7754; 1.7446; 3.0262; 0.7290; 0.1645; 0.8703; 6.4586; 2.9988; 0.5761; 1.9824; 0.7391; 1.2069; 0.6162; 0.4206; 0.8631; 0.8873; 1.3826; 1.6176; 1.3332; 0.5514 eV in order.